Arrangement 1

DFT (the ωB97M-V functional and the def2-TZVPD basis) results for a molecular structure, C25H22FN5O5S3Sc.

Each line ends with the Mulliken charge.
Geometry (Å):
Sc (-2.82, 0.20, -0.27)  1.037
F (2.51, -2.67, -2.46)  -0.385
C (2.27, -2.00, -1.32)  0.344
C (1.02, -1.99, -0.81)  -0.867
C (0.78, -1.38, 0.44)  0.572
C (-0.56, -1.09, 0.84)  1.356
O (-1.51, -1.32, 0.02)  -1.024
C (-0.74, -0.47, 2.10)  0.040
C (0.37, -0.21, 2.86)  -0.699
N (1.63, -0.38, 2.44)  0.447
C (2.75, 0.03, 3.27)  -0.237
C (2.61, 1.21, 4.18)  -1.114
C (3.46, 1.31, 2.95)  -0.256
C (1.87, -0.92, 1.18)  -0.793
C (3.15, -0.89, 0.61)  0.166
C (3.35, -1.33, -0.69)  -0.104
N (4.55, -1.13, -1.38)  -0.092
C (5.60, -0.40, -0.71)  -0.987
C (5.28, 1.11, -0.64)  -0.333
N (4.41, 1.46, -1.81)  0.109
C (4.85, 0.69, -3.02)  -0.631
C (4.46, -0.77, -2.80)  -0.735
C (-2.05, 0.10, 2.61)  0.453
O (-2.22, 0.25, 3.79)  -0.627
O (-2.86, 0.49, 1.66)  -0.476
H (0.20, -2.44, -1.35)  0.619
H (0.24, 0.21, 3.85)  0.803
H (3.34, -0.81, 3.62)  0.456
H (3.08, 1.14, 5.14)  0.294
H (1.68, 1.76, 4.18)  0.366
H (4.54, 1.34, 3.06)  0.296
H (3.06, 1.90, 2.13)  0.100
H (3.95, -0.43, 1.17)  0.635
H (6.53, -0.56, -1.26)  0.400
H (5.77, -0.79, 0.29)  0.461
H (6.19, 1.71, -0.72)  0.434
H (4.74, 1.40, 0.26)  0.177
H (4.42, 2.46, -1.98)  0.441
H (3.41, 1.25, -1.59)  -0.162
H (5.92, 0.85, -3.12)  0.352
H (4.36, 1.11, -3.90)  0.390
H (5.11, -1.41, -3.41)  0.333
H (3.45, -0.91, -3.16)  0.417
S (1.56, 2.32, -0.57)  -0.420
C (0.01, 1.82, -0.73)  0.538
N (-1.11, 1.48, -0.76)  -0.651
O (-5.03, -1.24, -3.10)  -0.620
S (-5.04, -0.44, -1.93)  1.219
O (-4.07, 0.71, -1.99)  -0.731
N (-4.58, -1.13, -0.54)  -0.456
C (-5.63, -1.28, 0.35)  0.308
S (-5.52, -1.98, 1.80)  -0.314
C (-6.86, -0.61, -0.20)  0.339
C (-8.11, -0.52, 0.39)  -0.696
C (-9.11, 0.16, -0.28)  -0.536
C (-8.88, 0.75, -1.52)  -0.465
C (-7.64, 0.66, -2.13)  -0.767
C (-6.65, -0.01, -1.43)  0.579
H (-8.27, -0.99, 1.36)  0.441
H (-10.09, 0.24, 0.17)  0.397
H (-9.68, 1.27, -2.02)  0.401
H (-7.45, 1.09, -3.10)  0.461

Values from the calculation:
- charge = +1
- M (g mol⁻¹) = 632.636
- frontier orbital gap (eV) = 7.2

***

Arrangement 2

DFT (the ωB97M-V functional and the def2-TZVPD basis) results for a molecular structure, C25H22FN5O5S3Sc.

Each line ends with the Mulliken charge.
Geometry (Å):
Sc (0.60, -0.17, 0.43)  0.826
F (2.19, -1.60, 6.47)  -0.399
C (1.11, -1.97, 5.75)  0.306
C (1.21, -2.05, 4.40)  -0.884
C (0.12, -2.52, 3.65)  0.622
C (0.09, -2.31, 2.23)  1.240
O (1.06, -1.68, 1.67)  -0.954
C (-1.08, -2.72, 1.54)  0.123
C (-2.07, -3.34, 2.24)  -0.622
N (-2.05, -3.52, 3.57)  0.403
C (-3.23, -4.06, 4.22)  -0.307
C (-3.82, -5.32, 3.68)  -0.889
C (-3.10, -5.34, 5.00)  -0.417
C (-1.00, -3.02, 4.31)  -0.689
C (-1.10, -2.88, 5.71)  0.490
C (-0.10, -2.26, 6.44)  -0.505
N (-0.25, -1.93, 7.79)  -0.119
C (0.30, -0.67, 8.28)  -0.785
C (-0.77, 0.44, 8.32)  -0.556
N (-1.91, 0.07, 7.43)  0.107
C (-2.61, -1.18, 7.90)  -0.540
C (-1.54, -2.18, 8.40)  -0.881
C (-1.38, -2.38, 0.10)  0.429
O (-2.17, -3.04, -0.52)  -0.618
O (-0.76, -1.31, -0.34)  -0.510
H (2.12, -1.74, 3.90)  0.667
H (-2.95, -3.69, 1.72)  0.684
H (-3.90, -3.29, 4.58)  0.430
H (-3.32, -5.79, 2.85)  0.333
H (-4.89, -5.40, 3.68)  0.265
H (-2.12, -5.80, 5.02)  0.234
H (-3.67, -5.44, 5.91)  0.302
H (-2.01, -3.20, 6.18)  0.525
H (1.13, -0.35, 7.67)  0.379
H (0.69, -0.82, 9.29)  0.405
H (-0.38, 1.39, 7.98)  0.402
H (-1.19, 0.58, 9.32)  0.323
H (-1.60, -0.05, 6.44)  -0.227
H (-2.58, 0.84, 7.38)  0.452
H (-3.19, -1.54, 7.06)  0.358
H (-3.29, -0.89, 8.70)  0.453
H (-1.88, -3.20, 8.24)  0.421
H (-1.41, -2.06, 9.48)  0.407
S (-2.39, 0.29, 4.31)  -0.463
C (-1.37, 0.44, 3.04)  0.526
N (-0.67, 0.56, 2.11)  -0.529
O (3.25, -1.60, -2.66)  -0.601
S (3.66, -1.08, -1.40)  1.076
O (4.14, -1.95, -0.37)  -0.596
N (2.42, -0.15, -0.75)  -0.355
C (2.77, 1.12, -0.59)  0.921
S (1.69, 2.19, 0.18)  -0.511
C (4.11, 1.45, -1.09)  0.260
C (4.75, 2.67, -1.12)  -0.708
C (6.03, 2.73, -1.66)  -0.571
C (6.64, 1.58, -2.16)  -0.477
C (6.00, 0.35, -2.13)  -0.630
C (4.74, 0.31, -1.59)  0.312
H (4.26, 3.56, -0.73)  0.421
H (6.55, 3.67, -1.71)  0.398
H (7.64, 1.65, -2.58)  0.404
H (6.48, -0.55, -2.52)  0.437

Values from the calculation:
- charge = +1
- M (g mol⁻¹) = 632.636
- frontier orbital gap (eV) = 8.2

***

Decreasing stability: arrangement 2, arrangement 1

***

Arrangement 1

DFT (the ωB97M-V functional and the def2-TZVPD basis) results for 2 unconnected molecules or ions with the total composition CH4N3P.

Each line ends with the Mulliken charge.
Geometry (Å):
C (-0.15, -1.52, 1.49)  0.295
N (0.58, -2.40, 1.63)  -0.354
N (1.44, 0.43, 0.54)  -0.592
N (-1.84, -0.80, -0.29)  -0.446
P (-1.15, -0.11, 1.07)  0.124
H (2.02, 0.47, 1.40)  0.218
H (1.08, 1.31, 0.47)  0.224
H (-1.40, -1.72, -0.59)  0.277
H (-2.72, -0.46, -0.88)  0.254

Values from the calculation:
- charge = 0
- M (g mol⁻¹) = 89.038
- frontier orbital gap (alpha / beta) (eV) = 9.1 / 7.4

***

Arrangement 2

DFT (the ωB97M-V functional and the def2-TZVPD basis) results for 2 unconnected molecules or ions with the total composition CH4N3P.

Each line ends with the Mulliken charge.
Geometry (Å):
C (2.24, -0.31, 0.33)  -0.435
N (-1.46, -0.23, 1.10)  -0.342
N (-2.09, -0.23, 0.14)  0.738
N (-3.02, -0.29, -0.63)  -0.671
P (1.65, 0.66, -0.88)  -0.092
H (1.74, -0.33, 1.26)  0.239
H (2.95, -1.09, 0.16)  0.273
H (-3.01, 0.28, -1.55)  0.276
H (0.99, 1.55, 0.06)  0.015

Values from the calculation:
- charge = 0
- M (g mol⁻¹) = 89.038
- frontier orbital gap (eV) = 9.6

***

Arrangement 3

DFT (the ωB97M-V functional and the def2-TZVPD basis) results for 2 unconnected molecules or ions with the total composition CH4N3P.

Each line ends with the Mulliken charge.
Geometry (Å):
C (-0.88, -1.11, 0.01)  -0.639
N (-1.43, 0.02, -0.09)  0.512
N (-1.68, 1.09, -0.23)  -0.497
N (1.16, 1.52, 0.15)  -0.490
P (1.57, 0.07, -0.30)  0.130
H (-1.05, -1.83, 0.81)  0.285
H (-0.49, -1.45, -1.00)  0.399
H (0.68, 2.12, -0.41)  0.249
H (2.12, -0.42, 1.06)  0.050

Values from the calculation:
- charge = 0
- M (g mol⁻¹) = 89.038
- frontier orbital gap (eV) = 8.8

***

Decreasing stability: arrangement 1, arrangement 3, arrangement 2

***

Arrangement 1

DFT (the ωB97M-V functional and the def2-TZVPD basis) results for 2 unconnected molecules or ions with the total composition C5H9NO3.

Each line ends with the Mulliken charge.
Geometry (Å):
C (0.41, 0.48, -0.50)  0.414
C (-1.01, 0.77, -1.08)  -0.588
C (-1.14, -0.19, 1.26)  -0.414
C (-0.07, -0.89, 0.46)  0.099
C (1.46, -0.70, -0.40)  -0.395
H (-0.09, 2.02, 0.48)  0.418
H (1.20, 2.17, -0.69)  0.327
H (-1.40, 0.01, -1.93)  0.259
H (-1.10, 1.83, -1.39)  0.368
H (-0.85, 0.61, 2.11)  0.273
H (-2.06, -0.79, 1.57)  0.286
H (-0.25, -2.58, -0.94)  0.312
H (1.38, -1.31, -1.22)  0.406
H (2.05, 0.47, 0.67)  0.491
N (0.86, 1.57, 0.24)  -0.698
O (-1.97, 0.57, 0.19)  -0.423
O (-1.03, -1.54, -0.37)  -0.577
O (2.66, -0.30, 0.34)  -0.559

Values from the calculation:
- charge = 0
- M (g mol⁻¹) = 131.131
- frontier orbital gap (eV) = 8.1

***

Arrangement 2

DFT (the ωB97M-V functional and the def2-TZVPD basis) results for a single C5H9NO3 molecule.

Each line ends with the Mulliken charge.
Geometry (Å):
C (1.89, 0.50, 0.70)  -0.365
C (-1.87, 0.84, 0.83)  -0.623
C (-0.49, -1.98, -0.81)  -0.925
C (0.65, 1.29, 0.61)  0.518
C (1.09, -0.28, -0.34)  0.514
O (-0.60, 0.43, 1.29)  -0.353
O (1.29, -0.08, -1.68)  -0.513
N (0.34, -1.28, 0.14)  -0.351
O (0.47, 2.46, 0.33)  -0.525
H (1.20, 0.85, -1.92)  0.363
H (2.75, 1.03, 0.30)  0.260
H (2.03, -0.05, 1.63)  0.278
H (-2.60, 0.80, 1.64)  0.233
H (-1.85, 1.86, 0.43)  0.300
H (-2.21, 0.19, 0.01)  0.220
H (-1.30, -2.47, -0.27)  0.286
H (-0.89, -1.36, -1.61)  0.328
H (0.12, -2.76, -1.28)  0.354

Values from the calculation:
- charge = 0
- M (g mol⁻¹) = 131.131
- frontier orbital gap (eV) = 8.5

***

Arrangement 3

DFT (the ωB97M-V functional and the def2-TZVPD basis) results for 2 unconnected molecules or ions with the total composition C5H9NO3.

Each line ends with the Mulliken charge.
Geometry (Å):
C (-1.46, 0.97, 0.87)  -0.751
O (-0.11, 0.55, 0.79)  -0.402
C (0.16, -0.72, -0.24)  1.098
C (-0.82, -1.83, 0.05)  -1.592
O (0.09, -0.26, -1.49)  -0.650
C (1.58, -1.04, 0.23)  -0.044
O (1.87, -1.75, 1.15)  -0.455
H (-2.03, 0.28, 1.50)  0.270
H (-1.47, 1.96, 1.34)  0.293
H (-1.92, 1.03, -0.12)  0.321
H (-1.81, -1.55, -0.29)  0.366
H (-0.84, -2.04, 1.12)  0.344
H (-0.49, -2.72, -0.48)  0.447
H (0.66, 0.77, -1.51)  0.418
H (2.36, -0.53, -0.36)  0.275
C (1.27, 2.07, -1.03)  -0.248
N (0.93, 2.29, 0.09)  -0.103
H (2.06, 2.52, -1.61)  0.413

Values from the calculation:
- charge = 0
- M (g mol⁻¹) = 131.131
- frontier orbital gap (alpha / beta) (eV) = 8.8 / 8.8
- SMILES = CO[C@@](C)(O)C=O.C#N

***

Decreasing stability: arrangement 2, arrangement 3, arrangement 1